(1)
Density functional theory data (ωB97M-V/def2-TZVPD) for C23H49N4OPS5V as an isolated structure.

Positions of all 84 atoms, in Å:
V1 -1.17 0.36 1.34
C1 -4.51 -0.36 2.68
C2 -4.49 1.14 2.92
S1 -3.30 1.89 1.79
C3 -2.76 3.32 2.74
C4 -1.61 3.96 1.98
S2 -0.36 2.78 1.39
C5 0.86 2.76 2.72
C6 0.43 2.03 3.98
S3 -0.16 0.35 3.63
C7 -1.55 0.23 4.78
C8 -2.40 -0.98 4.46
S4 -2.88 -1.14 2.71
H1 -4.93 -0.61 1.70
H2 -5.13 -0.87 3.43
H3 -4.21 1.38 3.94
H4 -5.46 1.57 2.71
H5 -2.47 3.01 3.74
H6 -3.59 4.02 2.82
H7 -1.10 4.71 2.59
H8 -1.97 4.46 1.08
H9 1.10 3.80 2.94
H10 1.75 2.31 2.27
H11 -0.37 2.55 4.49
H12 1.27 1.95 4.67
H13 -2.12 1.15 4.72
H14 -1.13 0.15 5.79
H15 -3.32 -0.96 5.05
H16 -1.88 -1.91 4.71
C9 5.09 0.10 -2.07
C10 5.23 1.55 -1.62
C11 4.05 2.46 -1.95
C12 2.75 2.20 -1.20
N1 2.03 1.02 -1.76
C13 1.26 0.15 -1.13
S5 1.13 0.23 0.63
N2 0.64 -0.82 -1.79
C14 0.67 -1.01 -3.25
C15 1.92 -1.74 -3.72
C16 1.92 -1.99 -5.23
C17 1.92 -0.71 -6.05
H17 6.01 -0.45 -1.90
H18 4.88 0.05 -3.15
H19 4.30 -0.44 -1.54
H20 6.11 1.98 -2.08
H21 5.41 1.59 -0.54
H22 3.84 2.45 -3.03
H23 4.32 3.49 -1.72
H24 2.09 3.05 -1.26
H25 2.96 2.00 -0.14
H26 2.17 0.86 -2.75
H27 0.07 -1.42 -1.21
H28 0.55 -0.04 -3.73
H29 -0.22 -1.58 -3.51
H30 1.99 -2.69 -3.18
H31 2.81 -1.17 -3.45
H32 1.07 -2.62 -5.50
H33 2.81 -2.57 -5.47
H34 0.98 -0.16 -5.97
H35 2.07 -0.92 -7.11
H36 2.73 -0.04 -5.74
C18 0.77 -3.59 -0.20
P1 -0.51 -3.14 0.94
C19 0.20 -3.23 2.56
C20 -1.76 -4.39 0.84
O1 -1.09 -1.75 0.63
H37 1.16 -4.57 0.06
H38 1.58 -2.86 -0.15
H39 0.38 -3.63 -1.21
H40 0.77 -4.15 2.67
H41 -0.58 -3.23 3.32
H42 0.87 -2.38 2.72
H43 -1.35 -5.36 1.13
H44 -2.13 -4.46 -0.18
H45 -2.58 -4.14 1.51
N3 -2.72 -0.44 -1.13
C21 -3.23 -0.07 -2.31
C22 -2.80 1.22 -2.56
C23 -2.01 1.55 -1.47
N4 -1.94 0.54 -0.59
H46 -2.72 -1.34 -0.67
H47 -3.87 -0.74 -2.87
H48 -3.03 1.82 -3.42
H49 -1.47 2.46 -1.29

Energy above the lowest of the compared OMol25 structures with the same formula, charge and spin (kJ/mol): 12.7
2S+1: 3
Lowest unoccupied orbital energy (alpha / beta) (eV): -9.12 / -8.70
<S²>: 2.030
Net charge: +3

Mulliken atomic charge list, values in e, 6 entries: number 1, V, carries 0.09; number 2, C, carries -1.24; number 3, C, carries -0.67; number 4, S, carries 0.18; number 5, C, carries -0.63; number 6, C, carries -1.13

(2)
Density functional theory data (ωB97M-V/def2-TZVPD) for one molecule with the formula C4H6ClN at a distorted geometry.

Positions of all 12 atoms, in Å:
C1 1.57 0.34 1.83
C2 0.73 -0.34 0.95
C3 -1.49 0.18 -1.13
C4 -0.03 0.06 -1.40
N1 0.83 -0.24 -0.39
Cl1 -0.49 -1.39 1.68
H1 1.49 0.02 2.80
H2 2.45 0.80 1.45
H3 -1.54 -0.63 -0.60
H4 -1.96 -0.17 -1.94
H5 0.50 0.21 -2.31
H6 -2.06 1.16 -0.94

Structure (SMILES): C=C(Cl)/N=C\C
Energy above the lowest of the compared OMol25 structures with the same formula, charge and spin (kJ/mol): 269.1
2S+1: 1
Lowest unoccupied orbital energy (alpha / beta) (eV): 0.04 / 0.04
Net charge: 0

Mulliken atomic charge list, values in e, 6 entries: number 1, C, carries -0.89; number 2, C, carries 0.54; number 3, C, carries -1.12; number 4, C, carries 0.12; number 5, N, carries -0.50; number 6, Cl, carries -0.24

(3)
Density functional theory data (ωB97M-V/def2-TZVPD) for C5H12N as an isolated structure at a distorted geometry.

Positions of all 18 atoms, in Å:
C1 1.54 -1.50 -0.05
C2 1.53 -0.17 0.09
C3 2.48 1.05 -0.07
C4 -2.58 -0.24 -0.08
C5 -0.24 0.49 0.63
N1 -1.13 -0.23 -0.34
H1 0.77 -2.16 0.10
H2 2.29 -2.10 -0.50
H3 3.39 0.90 -0.46
H4 2.68 1.52 0.92
H5 1.93 1.84 -0.64
H6 -2.96 0.68 0.19
H7 -3.12 -0.68 -0.86
H8 -2.75 -0.85 0.91
H9 -0.30 0.23 1.66
H10 -0.37 1.52 0.53
H11 -0.97 -1.20 -0.58
H12 -0.87 0.32 -1.25

Energy above the lowest of the compared OMol25 structures with the same formula, charge and spin (kJ/mol): 348.6
2S+1: 1
Lowest unoccupied orbital energy (eV): -3.35
Net charge: +1

Mulliken atomic charge list, values in e, 6 entries: number 1, C, carries -0.89; number 2, C, carries 0.71; number 3, C, carries -1.16; number 4, C, carries -0.90; number 5, C, carries -0.90; number 6, N, carries -0.16

(4)
Density functional theory data (ωB97M-V/def2-TZVPD) for C64H39BrF3I4N7O5S2Sn as an isolated structure at a distorted geometry.

Positions of all 126 atoms, in Å:
Sn1 -0.66 0.81 0.85
I1 -6.55 -6.57 -2.51
C1 -5.25 -5.17 -1.59
C2 -5.37 -3.83 -1.90
C3 -4.53 -2.92 -1.27
C4 -3.56 -3.35 -0.36
C5 -3.46 -4.71 -0.08
C6 -4.31 -5.63 -0.69
C7 -2.67 -2.35 0.29
C8 -3.30 -1.35 1.03
C9 -4.70 -1.38 1.39
C10 -4.94 -0.24 2.08
C11 -3.69 0.48 2.16
C12 -3.49 1.70 2.85
C13 -4.47 2.78 2.79
C14 -4.20 4.04 3.35
C15 -5.06 5.11 3.22
C16 -6.23 4.96 2.50
I2 -7.56 6.59 2.29
C17 -6.51 3.76 1.87
C18 -5.63 2.70 2.00
C19 -2.28 1.87 3.57
N1 -1.07 1.42 3.20
C20 -0.19 1.70 4.21
C21 1.17 1.45 4.21
C22 1.97 2.05 5.31
C23 2.80 1.26 6.11
C24 3.57 1.82 7.12
C25 3.51 3.19 7.32
I3 4.70 4.06 8.84
C26 2.69 4.00 6.55
C27 1.92 3.42 5.56
C28 1.86 0.67 3.26
C29 3.30 0.54 3.20
C30 3.56 -0.32 2.19
C31 2.28 -0.71 1.65
N2 1.28 -0.08 2.30
C32 2.12 -1.71 0.68
C33 0.87 -2.20 0.26
C34 0.68 -3.35 -0.58
C35 -0.66 -3.53 -0.69
C36 -1.28 -2.49 0.09
N3 -0.33 -1.69 0.62
C37 3.38 -2.30 0.16
C38 3.75 -3.61 0.46
C39 4.97 -4.12 0.06
C40 5.83 -3.31 -0.66
I4 7.73 -4.05 -1.19
C41 5.49 -2.01 -1.00
C42 4.26 -1.51 -0.58
C43 -0.91 2.29 5.31
C44 -2.20 2.42 4.91
N4 -2.72 -0.24 1.57
H1 -6.11 -3.49 -2.61
H2 -4.60 -1.87 -1.50
H3 -2.73 -5.05 0.63
H4 -4.23 -6.68 -0.45
H5 -5.39 -2.17 1.17
H6 -5.85 0.03 2.58
H7 -3.26 4.21 3.86
H8 -4.81 6.07 3.66
H9 -7.39 3.65 1.25
H10 -5.83 1.80 1.44
H11 2.83 0.19 5.95
H12 4.21 1.20 7.73
H13 2.66 5.07 6.71
H14 1.30 4.04 4.93
H15 4.02 1.07 3.81
H16 4.53 -0.64 1.83
H17 1.46 -3.96 -1.01
H18 -1.17 -4.29 -1.26
H19 3.08 -4.23 1.04
H20 5.26 -5.13 0.32
H21 6.16 -1.39 -1.57
H22 3.98 -0.49 -0.81
H23 -0.50 2.54 6.28
H24 -3.04 2.75 5.50
S1 -3.22 2.19 -0.48
C45 -3.08 0.98 -1.67
C46 -4.07 0.81 -2.67
C47 -3.90 -0.12 -3.66
C48 -2.75 -0.91 -3.67
C49 -1.84 -0.72 -2.64
N5 -1.99 0.18 -1.67
H25 -4.95 1.44 -2.63
H26 -4.65 -0.25 -4.44
H27 -2.57 -1.64 -4.44
H28 -0.95 -1.33 -2.58
C50 -0.58 3.58 -1.97
O1 0.06 2.31 -2.01
C51 0.61 1.99 -3.20
C52 0.47 2.80 -4.31
C53 1.04 2.43 -5.52
Br1 0.81 3.59 -7.02
C54 1.72 1.26 -5.68
C55 1.83 0.40 -4.58
C56 1.29 0.75 -3.34
O2 1.41 -0.10 -2.31
C57 2.53 -0.87 -4.80
N6 3.53 -1.02 -5.64
C58 3.89 -2.34 -5.55
C59 4.90 -3.04 -6.21
C60 5.04 -4.38 -5.94
C61 4.18 -5.04 -5.05
C62 3.17 -4.37 -4.40
C63 3.04 -3.01 -4.63
N7 2.19 -2.03 -4.17
H29 0.11 4.37 -2.30
H30 -0.84 3.75 -0.93
H31 -1.49 3.57 -2.57
H32 -0.07 3.74 -4.24
H33 2.18 0.98 -6.62
H34 1.53 0.41 -1.47
H35 5.55 -2.52 -6.90
H36 5.83 -4.95 -6.42
H37 4.31 -6.10 -4.88
H38 2.50 -4.90 -3.73
H39 1.53 -2.11 -3.41
F1 2.93 3.53 2.66
C64 3.27 3.58 1.36
F2 3.58 4.87 1.11
F3 4.40 2.87 1.21
S2 1.91 3.02 0.20
O3 0.70 3.33 0.94
O4 2.22 3.81 -0.95
O5 2.18 1.60 0.06

Energy above the lowest of the compared OMol25 structures with the same formula, charge and spin (kJ/mol): 0.0
2S+1: 1
Lowest unoccupied orbital energy (alpha / beta) (eV): 2.70 / 2.68
Net charge: -2

Mulliken atomic charge list, values in e, 6 entries: number 1, Sn, carries 1.95; number 2, I, carries 0.00; number 3, C, carries -0.17; number 4, C, carries -0.91; number 5, C, carries 0.04; number 6, C, carries -0.04

(5)
Density functional theory data (ωB97M-V/def2-TZVPD) for a 2-piece molecular cluster, C2H7N2O3 overall at a distorted geometry.

Positions of all 14 atoms, in Å:
C1 -2.35 0.62 0.09
C2 2.64 0.42 0.58
N1 -1.50 -1.48 -0.07
N2 0.79 -0.62 -0.71
O1 1.41 -0.76 -1.72
O2 -2.30 -0.57 -0.54
O3 1.31 -0.18 0.39
H1 -2.34 0.59 1.20
H2 -3.21 1.11 -0.27
H3 -1.44 1.28 -0.12
H4 2.73 1.18 -0.29
H5 3.42 -0.31 0.62
H6 2.57 1.04 1.46
H7 -1.74 -2.32 -0.60

Energy above the lowest of the compared OMol25 structures with the same formula, charge and spin (kJ/mol): 760.7
2S+1: 1
Lowest unoccupied orbital energy (alpha / beta) (eV): -7.74 / -7.74
Net charge: +1

Mulliken atomic charge list, values in e, 6 entries: number 1, C, carries -0.43; number 2, C, carries -0.52; number 3, N, carries 0.01; number 4, N, carries 0.38; number 5, O, carries -0.41; number 6, O, carries 0.07

(6)
Density functional theory data (ωB97M-V/def2-TZVPD) for one molecule with the formula C17H21NO7.

Positions of all 46 atoms, in Å:
C1 5.15 -2.98 -1.46
C2 5.60 -2.32 -0.16
H1 6.69 -2.20 -0.17
H2 5.33 -2.93 0.71
O1 5.11 -1.00 -0.02
C3 3.82 -0.79 0.33
C4 2.90 -1.77 0.69
C5 1.60 -1.44 1.04
C6 1.20 -0.11 1.05
C7 2.12 0.88 0.71
C8 3.42 0.57 0.34
O2 4.39 1.46 0.01
C9 4.08 2.84 -0.06
C10 3.33 3.21 -1.33
H3 3.91 2.90 -2.20
H4 3.19 4.29 -1.37
H5 2.36 2.72 -1.37
H6 3.52 3.15 0.83
H7 5.06 3.33 -0.04
H8 1.77 1.90 0.75
C11 -0.16 0.34 1.42
O3 -0.41 1.48 1.78
N1 -1.14 -0.62 1.37
H9 -0.97 -1.45 0.83
C12 -2.51 -0.26 1.56
C13 -3.31 -0.45 0.29
O4 -2.89 -0.96 -0.71
O5 -4.56 0.02 0.44
C14 -5.47 -0.15 -0.65
C15 -6.12 1.18 -1.03
H10 -6.34 1.19 -2.10
H11 -5.48 2.02 -0.79
C16 -7.41 1.17 -0.20
H12 -7.28 1.69 0.75
H13 -8.26 1.60 -0.73
O6 -7.71 -0.19 0.07
C17 -6.66 -0.99 -0.13
O7 -6.65 -2.16 0.08
H14 -4.94 -0.65 -1.47
H15 -2.54 0.80 1.87
H16 -2.97 -0.86 2.36
H17 0.93 -2.23 1.34
H18 3.19 -2.81 0.70
H19 4.07 -3.09 -1.48
H20 5.60 -3.97 -1.54
H21 5.45 -2.38 -2.31

Structure (SMILES): CCOc1ccc(C(=O)NCC(=O)O[C@@H]2CCOC2=O)cc1OCC
Energy above the lowest of the compared OMol25 structures with the same formula, charge and spin (kJ/mol): 115.2
2S+1: 1
Lowest unoccupied orbital energy (eV): 0.68
Net charge: 0

Mulliken atomic charge list, values in e, 6 entries: number 1, C, carries -1.08; number 2, C, carries -0.47; number 3, H, carries 0.35; number 4, H, carries 0.36; number 5, O, carries -0.50; number 6, C, carries 1.03

(7)
Density functional theory data (ωB97M-V/def2-TZVPD) for a 2-piece molecular cluster, CH7N2O overall.

Positions of all 11 atoms, in Å:
N1 0.87 -0.45 -2.61
H1 0.40 -0.41 -1.69
H2 0.29 -0.90 -3.30
H3 1.71 -1.00 -2.48
N2 -1.11 0.98 1.86
C1 0.04 0.09 1.42
O1 0.06 -0.19 0.12
H4 -1.21 1.63 1.08
H5 -1.95 0.40 1.77
H6 0.94 0.65 1.76
H7 -0.03 -0.80 2.08

Energy above the lowest of the compared OMol25 structures with the same formula, charge and spin (kJ/mol): 9.1
2S+1: 1
Lowest unoccupied orbital energy (eV): 4.88
Net charge: -1

Mulliken atomic charge list, values in e, 6 entries: number 1, N, carries -0.72; number 2, H, carries 0.43; number 3, H, carries 0.18; number 4, H, carries 0.18; number 5, N, carries -0.77; number 6, C, carries -0.42

(8)
Density functional theory data (ωB97M-V/def2-TZVPD) for a 6-piece molecular cluster, C43H74NO12PS5 overall.

Positions of all 136 atoms, in Å:
C1 0.36 1.70 -4.10
C2 -0.29 2.71 -3.16
O1 -1.68 2.45 -3.00
C3 -1.99 1.74 -1.81
C4 -3.47 1.43 -1.81
C5 -3.87 0.03 -2.30
C6 -3.10 -1.12 -1.62
C7 -2.11 -1.73 -2.60
N1 -1.19 -2.70 -1.99
C8 0.11 -2.29 -1.68
O2 0.77 -1.53 -2.35
C9 0.50 -2.98 -0.43
C10 1.66 -2.92 0.30
O3 2.71 -2.14 -0.15
C11 3.66 -2.77 -0.91
O4 4.81 -2.46 -0.79
C12 3.19 -3.79 -1.90
C13 3.01 -3.44 -3.22
C14 2.59 -4.38 -4.14
C15 2.34 -5.68 -3.73
C16 2.52 -6.04 -2.41
C17 2.95 -5.10 -1.49
C18 1.79 -3.63 1.48
C19 3.08 -3.45 2.24
C20 3.18 -2.17 3.11
C21 1.85 -1.69 3.68
C22 3.90 -1.02 2.42
C23 0.72 -4.48 1.90
C24 0.89 -5.26 3.18
C25 -0.04 -4.86 4.32
C26 0.13 -5.80 5.53
C27 -1.10 -6.00 6.36
O5 -1.31 -6.98 7.04
O6 -1.98 -4.98 6.28
C28 -0.45 -4.62 1.10
P1 -1.94 -5.73 1.28
C29 -3.04 -4.70 2.34
C30 -1.51 -7.22 2.26
C31 -0.46 -8.07 1.53
C32 -0.53 -3.81 -0.03
C33 -1.65 -3.62 -1.02
O7 -2.74 -4.12 -1.06
H1 -0.15 0.74 -4.01
H2 1.41 1.57 -3.88
H3 0.24 2.03 -5.13
H4 0.22 2.69 -2.19
H5 -0.19 3.70 -3.58
H6 -1.73 2.36 -0.94
H7 -1.36 0.84 -1.76
H8 -3.95 2.17 -2.46
H9 -3.88 1.57 -0.81
H10 -3.75 -0.04 -3.38
H11 -4.93 -0.10 -2.10
H12 -2.55 -0.74 -0.76
H13 -3.80 -1.89 -1.29
H14 -1.48 -0.94 -3.00
H15 -2.63 -2.17 -3.45
H16 3.18 -2.42 -3.55
H17 2.45 -4.11 -5.17
H18 2.00 -6.42 -4.45
H19 2.32 -7.05 -2.09
H20 3.08 -5.39 -0.46
H21 3.88 -3.39 1.51
H22 3.31 -4.32 2.85
H23 3.80 -2.44 3.97
H24 2.02 -0.78 4.25
H25 1.43 -2.41 4.38
H26 1.13 -1.45 2.90
H27 4.25 -0.29 3.16
H28 3.25 -0.49 1.72
H29 4.77 -1.37 1.85
H30 1.90 -5.10 3.55
H31 0.83 -6.33 2.99
H32 0.17 -3.84 4.64
H33 -1.08 -4.89 4.02
H34 0.38 -6.80 5.17
H35 0.96 -5.49 6.16
H36 -2.84 -5.34 6.56
H37 -2.49 -4.00 2.97
H38 -3.69 -5.33 2.95
H39 -3.64 -4.10 1.66
H40 -1.24 -7.06 3.30
H41 -2.45 -7.78 2.29
H42 0.09 -7.48 0.79
H43 0.29 -8.45 2.23
H44 -0.92 -8.91 1.02
C34 1.65 5.09 -8.03
S1 0.19 5.38 -7.02
O8 0.43 4.66 -5.73
C35 -0.88 4.32 -7.99
H45 2.48 5.62 -7.57
H46 1.85 4.02 -8.05
H47 1.48 5.49 -9.03
H48 -0.46 3.31 -8.04
H49 -0.98 4.73 -9.00
H50 -1.85 4.29 -7.50
C36 -1.79 -1.80 7.63
S2 -3.57 -1.66 7.41
O9 -3.82 -1.51 5.96
C37 -3.72 -0.03 8.15
H51 -1.49 -2.75 7.19
H52 -1.30 -0.98 7.11
H53 -1.56 -1.79 8.69
H54 -3.09 0.67 7.60
H55 -3.42 -0.08 9.19
H56 -4.76 0.27 8.07
C38 3.97 8.98 -7.09
S3 2.29 8.48 -6.73
O10 1.63 8.20 -8.04
C39 1.73 10.09 -6.20
H57 4.50 8.12 -7.48
H58 3.95 9.77 -7.84
H59 4.43 9.34 -6.17
H60 1.87 10.80 -7.01
H61 2.29 10.40 -5.32
H62 0.67 10.01 -5.96
C40 7.68 10.65 -6.05
S4 6.86 10.67 -4.46
O11 5.40 10.71 -4.73
C41 7.34 12.34 -4.01
H63 7.46 9.69 -6.52
H64 7.30 11.46 -6.67
H65 8.76 10.75 -5.91
H66 6.98 13.04 -4.77
H67 8.43 12.39 -3.92
H68 6.89 12.57 -3.05
C42 -8.71 0.22 9.95
S5 -7.68 0.68 8.56
O12 -6.85 1.83 8.99
C43 -9.01 1.35 7.55
H69 -8.06 -0.18 10.73
H70 -9.23 1.11 10.33
H71 -9.42 -0.54 9.64
H72 -9.51 2.15 8.09
H73 -9.71 0.55 7.31
H74 -8.57 1.73 6.63

2S+1: 1
Lowest unoccupied orbital energy (eV): -0.14
Net charge: 0

Mulliken atomic charge list, values in e, 6 entries: number 1, C, carries -0.60; number 2, C, carries -0.46; number 3, O, carries -0.38; number 4, C, carries 0.14; number 5, C, carries -0.97; number 6, C, carries -0.91